Run one
Density functional theory data (wB97M-V/def2-TZVPD) for the molecule C5H11NO2.

Each line ends with the natural charge from an NBO analysis.
Geometry (Å):
C (-2.414, 0.746, -0.332)  -0.416
N (-0.907, 0.659, -0.485)  -0.652
C (-0.377, -0.499, 0.244)  -0.145
C (0.952, -0.180, 0.999)  -0.460
C (2.106, 0.149, 0.133)  -0.093
O (2.532, 1.418, 0.562)  -0.731
C (-0.209, -1.784, -0.719)  0.435
O (-1.068, -2.191, -1.501)  -0.513
H (-2.764, 0.584, 0.673)  0.192
H (-2.639, 1.781, -0.580)  0.199
H (-2.970, 0.029, -0.953)  0.192
H (-0.798, 0.628, -1.547)  0.373
H (-1.093, -0.832, 1.118)  0.216
H (0.947, 0.800, 1.560)  0.252
H (1.070, -1.139, 1.667)  0.213
H (2.033, 0.359, -1.061)  0.167
H (3.028, -0.384, 0.245)  0.199
H (1.807, 2.067, 0.495)  0.463
H (0.763, -2.210, -0.519)  0.109

Computed properties:
Total charge: 0
Orbital gap in eV: 9.792
LUMO energy in eV: 0.7
SMILES: CN[C@@H](C=O)CCO
Multiplicity: 1

Run two
Density functional theory data (wB97M-V/def2-TZVPD) for a cluster of 2 separate species, C5H11NO2 in total.

Each line ends with the natural charge from an NBO analysis.
Geometry (Å):
O (1.592, 1.531, 0.128)  -0.539
C (0.975, 1.378, -0.896)  0.452
C (-0.457, 0.973, -1.086)  -0.538
C (-1.383, 0.789, 0.102)  -0.400
C (-1.172, -0.554, 0.893)  -0.252
C (0.926, -0.591, 1.789)  0.015
N (0.182, -1.055, 0.885)  -0.456
H (1.538, 1.510, -1.843)  0.111
H (-0.506, 0.248, -1.896)  0.248
H (-0.822, 1.887, -1.585)  0.243
H (-2.455, 0.787, -0.082)  0.220
H (-1.207, 1.637, 0.770)  0.208
H (-1.646, -0.474, 1.878)  0.187
H (-1.890, -1.186, 0.361)  0.195
H (0.669, 0.045, 2.639)  0.155
H (1.975, -0.862, 1.760)  0.172
H (1.928, -1.999, -1.523)  0.451
H (0.704, -1.676, -0.852)  0.482
O (1.048, -2.388, -1.442)  -0.954

Computed properties:
Total charge: 0
Orbital gap in eV: 10.722
LUMO energy in eV: 0.8
SMILES: C=NCCCC=O.O
Multiplicity: 1

Most stable to least stable: run two, run one

Run one
Density functional theory data (wB97M-V/def2-TZVPD) for the molecule C5H11NO2.

Each line ends with the natural charge from an NBO analysis.
Geometry (Å):
C (1.622, 1.033, 1.641)  -0.428
N (0.136, 0.870, 1.799)  -0.631
C (-0.458, 0.155, 0.570)  -0.094
C (0.105, 0.642, -0.731)  -0.532
C (-0.771, 0.476, -2.058)  0.442
O (-0.200, 0.800, -3.090)  -0.512
C (0.071, -1.367, 0.830)  -0.080
O (-0.776, -2.517, 0.430)  -0.724
H (1.801, 2.011, 1.210)  0.186
H (1.996, 0.374, 0.952)  0.190
H (2.135, 0.831, 2.551)  0.202
H (-0.322, 1.709, 1.977)  0.356
H (-1.515, 0.321, 0.636)  0.207
H (1.083, 0.200, -1.028)  0.235
H (0.314, 1.799, -0.586)  0.234
H (-1.899, 0.411, -1.925)  0.123
H (0.313, -1.379, 1.912)  0.185
H (0.949, -1.645, 0.325)  0.177
H (-1.404, -2.619, 1.154)  0.463

Computed properties:
Total charge: 0
Orbital gap in eV: 9.791
LUMO energy in eV: 0.7
SMILES: CN[C@H](CO)CC=O
Multiplicity: 1

Run two
Density functional theory data (wB97M-V/def2-TZVPD) for a structure of composition C5H11NO2.

Each line ends with the natural charge from an NBO analysis.
Geometry (Å):
C (-0.665, 2.020, 0.759)  -0.579
C (-0.005, -0.514, -0.440)  -0.493
C (-0.048, 2.865, -0.326)  -0.627
H (-0.299, 2.278, 1.747)  0.203
H (-1.748, 2.059, 0.772)  0.196
H (-0.339, 3.913, -0.233)  0.214
H (0.946, -0.080, -0.164)  0.270
H (-0.758, -0.126, -1.112)  0.248
H (-0.520, 0.670, 0.535)  0.218
H (-0.362, 2.512, -1.313)  0.198
H (1.038, 2.805, -0.298)  0.204
N (0.526, -2.336, 1.237)  0.537
C (-0.222, -2.013, 0.008)  -0.152
C (0.514, -2.084, -1.251)  -0.405
O (1.670, -1.944, 1.349)  -0.382
O (-0.054, -3.039, 2.043)  -0.365
H (-1.242, -2.368, 0.065)  0.248
H (-0.015, -2.378, -2.144)  0.226
H (1.582, -2.240, -1.233)  0.241

Computed properties:
Total charge: 0
Orbital gap in eV: 9.178
LUMO energy in eV: 0.2
Multiplicity: 1

Most stable to least stable: run one, run two

Run one
Density functional theory data (wB97M-V/def2-TZVPD) for a cluster of 2 separate species, C5H11NO2 in total.

Each line ends with the natural charge from an NBO analysis.
Geometry (Å):
O (1.452, 1.679, 0.531)  -0.544
C (0.370, 2.149, 0.312)  0.464
C (-0.921, 1.382, 0.421)  -0.520
C (-0.941, 0.057, -0.305)  -0.470
C (-0.421, -1.080, 0.562)  0.212
C (-1.291, -1.778, 1.307)  -0.540
N (0.866, -1.556, 0.258)  -0.800
H (0.249, 3.200, -0.018)  0.107
H (-1.060, 1.259, 1.497)  0.252
H (-1.691, 2.023, 0.020)  0.219
H (-1.855, -0.274, -0.798)  0.244
H (-0.365, 0.005, -1.241)  0.228
H (-1.166, -2.414, 2.152)  0.202
H (-2.332, -1.467, 1.245)  0.189
H (1.186, -2.013, 1.086)  0.375
H (1.460, -0.855, -0.153)  0.378
H (2.687, -0.683, -2.420)  0.474
H (1.872, 0.514, -1.879)  0.471
O (1.902, -0.150, -2.577)  -0.940

Computed properties:
Total charge: 0
Orbital gap in eV: 8.891
LUMO energy in eV: 0.7
SMILES: C=C(N)CCC=O.O
Multiplicity: 1

Run two
Density functional theory data (wB97M-V/def2-TZVPD) for the molecule C5H11NO2.

Each line ends with the natural charge from an NBO analysis.
Geometry (Å):
C (1.642, 0.402, -1.730)  -0.624
C (0.195, 0.840, -1.693)  -0.199
N (-0.341, 0.849, -0.334)  -0.637
C (-1.657, -1.086, 0.530)  -0.649
C (-0.333, -0.310, 0.502)  -0.136
C (-0.066, 0.064, 2.003)  0.802
O (0.994, -0.549, 2.490)  -0.706
O (-0.829, 0.694, 2.699)  -0.606
H (2.247, 1.167, -1.222)  0.209
H (1.929, 0.514, -2.778)  0.216
H (1.898, -0.536, -1.256)  0.211
H (0.043, 1.842, -2.087)  0.204
H (-0.379, 0.160, -2.338)  0.154
H (-1.238, 1.282, -0.164)  0.373
H (-2.237, -0.986, -0.379)  0.217
H (-1.505, -2.160, 0.711)  0.216
H (-2.253, -0.884, 1.424)  0.234
H (0.518, -0.954, 0.266)  0.211
H (1.371, -0.349, 3.357)  0.509

Computed properties:
Total charge: 0
Orbital gap in eV: 9.352
LUMO energy in eV: 0.7
SMILES: CCN[C@H](C)C(=O)O
Multiplicity: 1

Run three
Density functional theory data (wB97M-V/def2-TZVPD) for the molecule C5H11NO2.

Each line ends with the natural charge from an NBO analysis.
Geometry (Å):
O (-1.047, 1.045, -2.061)  -0.575
C (0.074, 0.679, -1.817)  0.807
O (1.204, 0.862, -2.659)  -0.708
C (0.550, -0.117, -0.528)  -0.118
C (-0.082, 0.382, 0.767)  -0.267
C (-1.554, 0.066, 0.818)  -0.631
C (0.767, -0.047, 1.924)  -0.593
N (0.490, -1.516, -1.000)  -0.840
H (1.046, 1.602, -3.229)  0.487
H (1.683, 0.060, -0.470)  0.204
H (0.127, 1.423, 0.680)  0.209
H (-1.862, -0.976, 0.728)  0.212
H (-1.987, 0.417, 1.782)  0.211
H (-2.122, 0.644, 0.007)  0.245
H (0.071, -0.925, 2.433)  0.191
H (1.790, -0.363, 1.660)  0.219
H (0.766, 0.644, 2.704)  0.216
H (-0.342, -1.726, -1.598)  0.368
H (0.429, -2.154, -0.141)  0.363

Computed properties:
Total charge: 0
Orbital gap in eV: 10.328
LUMO energy in eV: 0.8
SMILES: CC(C)[C@@H](N)C(=O)O
Multiplicity: 1

Most stable to least stable: run two, run three, run one

Run one
Density functional theory data (wB97M-V/def2-TZVPD) for the molecule C5H11NO2.

Each line ends with the natural charge from an NBO analysis.
Geometry (Å):
O (-0.993, -1.873, 1.114)  -0.591
C (0.028, -1.638, 0.524)  0.775
O (0.993, -2.528, 0.337)  -0.679
C (0.264, -0.357, -0.262)  -0.165
C (-0.487, 0.859, 0.333)  -0.398
C (-0.903, 1.805, -0.869)  -0.395
C (-0.636, 3.281, -0.479)  -0.622
N (1.631, 0.146, -0.521)  -0.826
H (0.823, -3.321, 0.821)  0.496
H (-0.144, -0.588, -1.250)  0.216
H (-1.367, 0.529, 0.875)  0.221
H (0.144, 1.512, 0.934)  0.209
H (-0.246, 1.510, -1.675)  0.205
H (-1.986, 1.716, -0.946)  0.204
H (0.407, 3.503, -0.675)  0.212
H (-1.078, 3.627, 0.450)  0.209
H (-1.173, 3.910, -1.214)  0.202
H (2.224, -0.050, 0.262)  0.362
H (2.038, -0.276, -1.338)  0.363

Computed properties:
Total charge: 0
Orbital gap in eV: 10.194
LUMO energy in eV: 0.7
SMILES: CCC[C@@H](N)C(=O)O
Multiplicity: 1

Run two
Density functional theory data (wB97M-V/def2-TZVPD) for a cluster of 2 separate species, C5H11NO2 in total.

Each line ends with the natural charge from an NBO analysis.
Geometry (Å):
N (1.306, -0.971, -0.438)  -0.624
C (2.031, 0.054, 0.362)  -0.236
C (1.053, 0.575, 1.380)  -0.426
C (-0.328, 0.565, 0.681)  -0.418
C (-0.112, -0.530, -0.403)  -0.185
C (-0.285, 0.108, -1.805)  0.440
O (-1.324, 0.570, -2.196)  -0.531
H (1.323, -1.906, -0.070)  0.363
H (2.971, -0.350, 0.724)  0.215
H (2.277, 0.766, -0.434)  0.190
H (1.352, 1.594, 1.646)  0.218
H (0.981, 0.003, 2.302)  0.210
H (-0.560, 1.496, 0.170)  0.221
H (-1.105, 0.276, 1.383)  0.220
H (-0.837, -1.339, -0.344)  0.216
H (0.634, 0.116, -2.419)  0.124
H (-2.673, -0.776, -0.659)  0.467
H (-3.244, 0.232, 0.347)  0.466
O (-3.460, -0.482, -0.225)  -0.931

Computed properties:
Total charge: 0
Orbital gap in eV: 10.185
LUMO energy in eV: 0.7
SMILES: O=C[C@@H]1CCCN1.O
Multiplicity: 1

Run three
Density functional theory data (wB97M-V/def2-TZVPD) for a cluster of 2 separate species, C5H11NO2 in total.

Each line ends with the natural charge from an NBO analysis.
Geometry (Å):
C (-1.738, 0.106, -0.643)  0.049
C (2.427, 0.142, 0.479)  -0.054
C (2.180, -0.663, 1.745)  -0.627
C (-2.883, -0.051, -0.048)  -0.059
N (1.626, 0.476, -1.696)  -0.541
C (-4.027, -0.207, 0.541)  -0.428
O (1.512, -0.312, -0.503)  -0.443
O (-1.510, 0.875, -1.760)  -0.696
H (-2.333, 1.294, -2.037)  0.485
H (-0.832, -0.377, -0.302)  0.225
H (0.686, 0.825, -1.884)  0.363
H (1.869, -0.177, -2.439)  0.339
H (3.455, -0.001, 0.120)  0.165
H (2.269, 1.213, 0.659)  0.170
H (-4.350, 0.442, 1.342)  0.209
H (-4.706, -1.002, 0.270)  0.210
H (2.311, -1.723, 1.541)  0.211
H (2.880, -0.358, 2.517)  0.214
H (1.165, -0.502, 2.098)  0.209

Computed properties:
Total charge: 0
Orbital gap in eV: 9.712
LUMO energy in eV: 0.7
SMILES: C=C=CO.CCON
Multiplicity: 1

Most stable to least stable: run one, run two, run three